1.
DFT (ωB97M-V/def2-TZVPD) results for a structure of composition Cl2H2NPS in a non-equilibrium geometry.

Each line ends with the Löwdin charge.
Cartesian coordinates (Å):
Cl: 1.81289 -1.97408 1.16534  0.14
Cl: -1.20943 0.22500 0.22395  -0.05
S: -3.27794 0.11617 0.34063  0.29
P: 1.23809 -0.78689 -0.34188  0.25
N: 2.37507 0.26080 -0.28530  -0.37
H: -3.59700 1.33054 -0.03746  -0.23
H: 2.65832 0.82846 -1.06529  -0.04

As for the LUMO energy: -1.2 eV. The molar mass is 149.970 g mol⁻¹. The orbital gap is 8.2431 eV. The net charge is 0. As for the largest force on an atom: 2.014 eV/Å. The value obtained for the calculated total energy is -1715.85113 a.u. The calculation puts the energy relative to the best compared isomer or geometry (same formula, charge and spin) at 64.5 kcal/mol.

2.
DFT (ωB97M-V/def2-TZVPD) results for the molecule Cl2H2O2P2 in a non-equilibrium geometry.

Each line ends with the Löwdin spin population.
Cartesian coordinates (Å):
Cl: 1.94089 1.96565 0.40515  0.03
Cl: 2.13164 -1.21851 0.31509  0.02
P: 1.05035 0.42243 -0.32278  0.04
P: -1.68261 -0.50960 0.83248  1.30
O: -0.25333 0.44903 0.63239  0.29
O: 0.83461 0.48051 -1.76633  0.02
H: -1.32508 -1.73336 -0.08540  0.15
H: -2.69647 0.14385 -0.01061  0.16

As for the LUMO energy (spin up / spin down): 0.4 / -3.6 eV. Its multiplicity is 3. The molar mass is 166.868 g mol⁻¹. The orbital gap (spin up / spin down) is 6.4746 / 7.7689 eV. The net charge is 0. As for the largest force on an atom: 3.650 eV/Å. The value obtained for the calculated total energy is -1754.70038 a.u. The calculation puts the energy relative to the best compared isomer or geometry (same formula, charge and spin) at 4.2 kcal/mol. As for the expectation value of S²: 2.003.

3.
DFT (ωB97M-V/def2-TZVPD) results for a cluster of 2 separate species, Cl2H3N2P in total in a non-equilibrium geometry.

Each line ends with the Löwdin charge.
Cartesian coordinates (Å):
Cl: -2.09249 1.65610 -0.13121  0.20
Cl: -2.31222 -1.52197 -0.11232  0.34
P: -0.98394 -0.10136 -0.21158  -0.32
N: -0.29291 0.02776 1.28988  -0.23
N: 0.09997 0.09561 -1.31717  -0.35
H: 0.78614 -0.00622 1.17331  0.10
H: -0.78977 -0.47106 2.09865  0.08
H: -0.26959 -0.71656 -2.44375  0.19

As for the LUMO energy: 0.4 eV. The molar mass is 132.918 g mol⁻¹. The orbital gap is 9.8439 eV. The net charge is 0. As for the largest force on an atom: 6.016 eV/Å. The value obtained for the calculated total energy is -1373.03098 a.u. The calculation puts the energy relative to the best compared isomer or geometry (same formula, charge and spin) at 50.7 kcal/mol.

4.
DFT (ωB97M-V/def2-TZVPD) results for a cluster of 2 separate species, Cl2H3N2P in total in a non-equilibrium geometry.

Each line ends with the Löwdin charge.
Cartesian coordinates (Å):
Cl: 1.29709 -2.60337 -0.21706  0.28
Cl: 2.08591 1.06022 0.04133  0.16
P: 0.44611 2.14348 -0.10715  0.42
N: -0.72434 0.95695 0.02379  -0.54
N: -0.55486 -0.31165 0.30955  -0.11
H: -1.61814 1.41125 -0.36898  0.11
H: 0.46165 -1.73910 0.10142  -0.39
H: -1.39342 -0.91777 0.21711  0.07

As for the LUMO energy (spin up / spin down): -0.4 / -0.7 eV. The molar mass is 132.918 g mol⁻¹. The orbital gap (spin up / spin down) is 7.8397 / 8.0390 eV. The net charge is 0. As for the largest force on an atom: 2.344 eV/Å. The value obtained for the calculated total energy is -1372.98756 a.u. The calculation puts the energy relative to the best compared isomer or geometry (same formula, charge and spin) at 77.9 kcal/mol.

5.
DFT (ωB97M-V/def2-TZVPD) results for a cluster of 2 separate species, Cl2H3PSi in total in a non-equilibrium geometry.

Each line ends with the Löwdin charge.
Cartesian coordinates (Å):
Cl: -3.44741 -1.24381 -0.76891  0.12
Cl: -3.43831 1.82587 0.31356  0.19
P: -0.89931 -0.69323 1.58414  0.50
Si: -2.21378 0.24406 0.00633  -0.47
H: 0.27214 -0.08121 1.25282  -0.20
H: 0.78150 0.39068 -1.96234  0.04
H: -0.21168 -1.64200 0.90958  -0.19

As for the LUMO energy (spin up / spin down): -0.3 / -1.2 eV. The molar mass is 132.990 g mol⁻¹. The orbital gap (spin up / spin down) is 7.3547 / 9.1283 eV. The net charge is 0. As for the largest force on an atom: 2.210 eV/Å. The value obtained for the calculated total energy is -1552.94674 a.u. The calculation puts the energy relative to the best compared isomer or geometry (same formula, charge and spin) at 105.9 kcal/mol.

6.
DFT (ωB97M-V/def2-TZVPD) results for the molecule Cl2HNO2 in a non-equilibrium geometry.

Each line ends with the Löwdin charge.
Cartesian coordinates (Å):
Cl: -2.36645 0.95962 0.30139  0.47
Cl: -1.36435 -2.09421 0.15987  0.55
O: -1.20602 0.79393 -1.12619  -0.43
O: -0.18574 -1.44562 -0.85809  -0.65
N: -0.17108 0.25063 -0.97268  -0.11
H: 0.42954 0.52597 -0.14314  0.17

As for the LUMO energy: -1.6 eV. The molar mass is 117.919 g mol⁻¹. The orbital gap is 8.7251 eV. The net charge is 0. As for the largest force on an atom: 6.651 eV/Å. The SMILES is ClONOCl. The value obtained for the calculated total energy is -1125.95680 a.u. The calculation puts the energy relative to the best compared isomer or geometry (same formula, charge and spin) at 33.7 kcal/mol.

7.
DFT (ωB97M-V/def2-TZVPD) results for a cluster of 2 separate species, Cl2HNS in total in a non-equilibrium geometry.

Each line ends with the Löwdin spin population.
Cartesian coordinates (Å):
Cl: -1.30002 -1.82514 0.22011  0.01
Cl: -1.15472 1.26425 0.63958  0.00
S: -1.15232 -0.13114 -0.76345  0.04
N: 1.86430 -0.04585 -0.42945  1.89
H: 1.74276 0.73788 0.33322  0.06

As for the LUMO energy (spin up / spin down): -0.2 / -0.5 eV. Its multiplicity is 3. The molar mass is 117.988 g mol⁻¹. The orbital gap (spin up / spin down) is 9.0187 / 8.7611 eV. The net charge is 0. As for the largest force on an atom: 1.994 eV/Å. The value obtained for the calculated total energy is -1373.77639 a.u. The calculation puts the energy relative to the best compared isomer or geometry (same formula, charge and spin) at 19.5 kcal/mol. As for the expectation value of S²: 2.008.

8.
DFT (ωB97M-V/def2-TZVPD) results for a cluster of 2 separate species, Cl2HPS2 in total in a non-equilibrium geometry.

Each line ends with the Löwdin charge.
Cartesian coordinates (Å):
Cl: 3.43503 0.32309 -0.41649  0.15
Cl: -0.85801 0.74314 1.51910  0.18
S: -1.79678 -2.20053 0.67280  0.14
S: -1.48477 0.23807 -1.80680  0.17
P: -1.72757 -0.32843 0.03761  -0.48
H: 2.43210 1.22466 -0.00622  -0.15

As for the LUMO energy: -2.5 eV. The molar mass is 167.022 g mol⁻¹. The orbital gap is 7.2720 eV. The net charge is 0. As for the largest force on an atom: 3.090 eV/Å. The value obtained for the calculated total energy is -2058.72894 a.u. The calculation puts the energy relative to the best compared isomer or geometry (same formula, charge and spin) at 32.0 kcal/mol.

9.
DFT (ωB97M-V/def2-TZVPD) results for the molecule Cl2NO3P in a non-equilibrium geometry.

Each line ends with the Löwdin charge.
Cartesian coordinates (Å):
Cl: 1.93507 -0.74441 0.36220  0.44
Cl: 0.21755 -0.08861 -2.22735  0.46
P: 0.50505 0.39015 -0.36531  -0.10
O: -1.55597 -1.17526 0.14066  0.05
O: 0.75396 1.84468 -0.27928  -0.37
O: -0.92787 0.07939 1.73966  0.08
N: -0.92779 -0.30594 0.62941  -0.56

As for the LUMO energy: -0.7 eV. The molar mass is 163.884 g mol⁻¹. The orbital gap is 10.8057 eV. The net charge is 0. As for the largest force on an atom: 2.946 eV/Å. The SMILES is O=[N+]([O-])P(=O)(Cl)Cl. The value obtained for the calculated total energy is -1542.18668 a.u. The calculation puts the energy relative to the best compared isomer or geometry (same formula, charge and spin) at 10.7 kcal/mol.

10.
DFT (ωB97M-V/def2-TZVPD) results for a cluster of 2 separate species, Cl2O2S in total in a non-equilibrium geometry.

Each line ends with the Löwdin charge.
Cartesian coordinates (Å):
Cl: -1.55720 -1.31000 -0.53448  0.06
Cl: 2.11372 -0.55598 -0.27509  0.64
S: -1.06586 0.19287 0.96970  0.59
O: 1.66381 -0.22712 1.21338  -0.72
O: -0.78309 1.38738 0.28569  -0.57

As for the LUMO energy (spin up / spin down): -1.7 / -2.5 eV. The molar mass is 134.971 g mol⁻¹. The orbital gap (spin up / spin down) is 9.1252 / 7.0357 eV. The net charge is 0. As for the largest force on an atom: 3.770 eV/Å. The value obtained for the calculated total energy is -1468.89675 a.u. The calculation puts the energy relative to the best compared isomer or geometry (same formula, charge and spin) at 69.5 kcal/mol.